# 1
Entry from the OMol25 dataset: an isolated ion of composition C5H15N2 and charge +1 in a non-equilibrium geometry (ωB97M-V/def2-TZVPD).

Values from the calculation:
- SMILES string: CCNCC[NH2+]C
- HOMO level: -13.63 eV
- E_tot: -308.7724 Eh
- Energy relative to the best compared isomer or geometry (same formula, charge and spin): 12.7 kcal/mol
- Net charge: +1
- Kohn-Sham gap: 10.684 eV

Last columns: bonded neighbours and bond lengths (Å).
Element x y z (Å)
1 C -0.49 -1.75 -2.31  C2 1.495, H8 1.093, H9 1.088, H10 1.095
2 C -0.72 -0.38 -1.77  C1 1.495, N3 1.477, H11 1.098, H12 1.092
3 N 0.41 0.02 -0.90  C2 1.477, C4 1.460, H13 1.011
4 C 0.34 1.34 -0.29  N3 1.460, C5 1.530, H14 1.097, H15 1.089
5 C -0.51 1.23 0.98  C4 1.530, N6 1.494, H16 1.081, H17 1.089
6 N -0.12 -0.05 1.64  C5 1.494, C7 1.495, H18 1.020, H19 1.050
7 C 1.07 0.04 2.55  N6 1.495, H20 1.091, H21 1.091, H22 1.081
8 H -1.42 -2.10 -2.79  C1 1.093
9 H 0.33 -1.86 -3.02  C1 1.088
10 H -0.38 -2.48 -1.51  C1 1.095
11 H -0.74 0.30 -2.63  C2 1.098
12 H -1.66 -0.30 -1.21  C2 1.092
13 H 1.29 -0.12 -1.38  N3 1.011
14 H -0.12 2.10 -0.94  C4 1.097
15 H 1.37 1.64 -0.07  C4 1.089
16 H -0.40 2.07 1.65  C5 1.081
17 H -1.57 1.15 0.74  C5 1.089
18 H -0.90 -0.47 2.14  N6 1.020
19 H 0.16 -0.62 0.81  N6 1.050
20 H 1.70 0.86 2.23  C7 1.091
21 H 0.74 0.27 3.56  C7 1.091
22 H 1.63 -0.89 2.52  C7 1.081

The computed Löwdin charges, all in e, follow: -0.095, -0.268, -0.109, -0.183, -0.117, -0.019, 0.015, 0.086, 0.085, 0.078, 0.124, 0.117, 0.130, 0.134, 0.126, 0.134, 0.130, 0.180, 0.139, 0.101, 0.109, 0.104

---

# 2
Entry from the OMol25 dataset: an isolated ion of composition C5H15N2 and charge +1 in a non-equilibrium geometry (ωB97M-V/def2-TZVPD).

Values from the calculation:
- SMILES string: CC[NH2+]C[C@H](C)N
- HOMO level: -13.63 eV
- E_tot: -308.7679 Eh
- Energy relative to the best compared isomer or geometry (same formula, charge and spin): 15.5 kcal/mol
- Net charge: +1
- Kohn-Sham gap: 10.533 eV

Last columns: bonded neighbours and bond lengths (Å).
Element x y z (Å)
1 C -2.61 -0.76 1.08  C2 1.552, H8 1.091, H9 1.087, H10 1.088
2 C -2.28 0.05 -0.20  C1 1.552, N3 1.513, H11 1.084, H12 1.086
3 N -0.90 0.66 -0.08  C2 1.513, C4 1.486, H13 1.022, H14 1.022
4 C 0.23 -0.29 0.01  N3 1.486, C5 1.543, H15 1.088, H16 1.083
5 C 1.53 0.34 -0.54  C4 1.543, C6 1.514, N7 1.490, H17 1.095
6 C 2.56 -0.75 -0.73  C5 1.514, H18 1.088, H19 1.091, H20 1.094
7 N 1.91 1.39 0.45  C5 1.490, H21 1.007, H22 1.005
8 H -2.06 -0.32 1.92  C1 1.091
9 H -2.37 -1.82 1.04  C1 1.087
10 H -3.68 -0.70 1.25  C1 1.088
11 H -3.07 0.78 -0.37  C2 1.084
12 H -2.27 -0.64 -1.03  C2 1.086
13 H -0.96 1.27 0.73  N3 1.022
14 H -0.87 1.28 -0.90  N3 1.022
15 H 0.03 -1.21 -0.55  C4 1.088
16 H 0.40 -0.46 1.06  C4 1.083
17 H 1.37 0.75 -1.54  C5 1.095
18 H 3.47 -0.26 -1.08  C6 1.088
19 H 2.21 -1.48 -1.46  C6 1.091
20 H 2.74 -1.37 0.16  C6 1.094
21 H 1.76 2.30 0.06  N7 1.007
22 H 2.87 1.24 0.72  N7 1.005

The computed Löwdin charges, all in e, follow: -0.054, -0.155, 0.040, -0.115, -0.429, -0.055, 0.055, 0.082, 0.085, 0.087, 0.129, 0.126, 0.177, 0.178, 0.140, 0.139, 0.141, 0.094, 0.089, 0.096, 0.075, 0.076

---

# 3
Entry from the OMol25 dataset: a 2-piece molecular cluster, C5H15N2 overall in a non-equilibrium geometry (ωB97M-V/def2-TZVPD).

Values from the calculation:
- HOMO level: -12.23 eV
- E_tot: -308.7162 Eh
- Energy relative to the best compared isomer or geometry (same formula, charge and spin): 48.0 kcal/mol
- Net charge: +1
- Kohn-Sham gap: 8.450 eV

Last columns: bonded neighbours and bond lengths (Å).
Element x y z (Å)
1 N -0.72 1.27 -0.91  C2 1.490, H5 1.009, H6 1.014
2 C -1.50 0.95 0.32  N1 1.490, C4 1.506, H7 1.095, H8 1.087
3 C -3.44 2.36 1.01  C4 1.325, H9 1.078, H10 1.084
4 C -2.14 2.20 0.85  C2 1.506, C3 1.325, H11 1.086
5 H -0.34 0.42 -1.30  N1 1.009
6 H 0.04 1.89 -0.65  N1 1.014
7 H -0.83 0.58 1.10  C2 1.095
8 H -2.27 0.24 0.03  C2 1.087
9 H -3.91 3.23 1.45  C3 1.078
10 H -4.10 1.55 0.73  C3 1.084
11 H -1.45 3.00 1.14  C4 1.086
12 C 0.86 -2.36 -0.34  N13 1.484, H15 1.086, H16 1.089, H17 1.085
13 N 2.28 -1.97 -0.55  C12 1.484, C14 1.507, H18 1.022, H19 1.019
14 C 2.59 -0.54 -0.18  N13 1.507, H20 1.085, H21 1.084, H22 1.085
15 H 0.72 -3.43 -0.51  C12 1.086
16 H 0.58 -2.17 0.69  C12 1.089
17 H 0.23 -1.77 -0.99  C12 1.085
18 H 2.51 -2.13 -1.54  N13 1.022
19 H 2.88 -2.59 -0.02  N13 1.019
20 H 1.91 0.09 -0.74  C14 1.085
21 H 3.62 -0.36 -0.47  C14 1.084
22 H 2.48 -0.46 0.89  C14 1.085

The computed Löwdin charges, all in e, follow: -0.008, -0.291, 0.019, -0.192, 0.016, 0.060, 0.093, 0.107, 0.060, 0.061, 0.098, 0.002, -0.038, 0.027, 0.111, 0.111, 0.094, 0.183, 0.180, 0.084, 0.109, 0.112

---

# 4
Entry from the OMol25 dataset: a 2-piece molecular cluster, C5H15N2O overall in a non-equilibrium geometry (ωB97M-V/def2-TZVPD).

Values from the calculation:
- HOMO level: -11.95 eV
- E_tot: -383.9263 Eh
- Energy relative to the best compared isomer or geometry (same formula, charge and spin): 78.3 kcal/mol
- Net charge: +1
- Kohn-Sham gap: 9.035 eV

Last columns: bonded neighbours and bond lengths (Å).
Element x y z (Å)
1 C -1.38 -0.39 0.57  C2 1.545, N7 1.496, H8 1.128, H9 1.119
2 C -1.33 0.44 -0.73  C1 1.545, C3 1.489, H10 1.246, H11 1.196
3 C 0.02 0.96 -1.09  C2 1.489, C6 1.641, H12 1.068, H13 1.204
4 N 1.88 1.94 2.12  C5 1.376, H14 1.145, H15 0.951
5 C 1.03 1.74 1.06  N4 1.376, C6 1.331, H16 1.105
6 C 1.28 1.03 -0.04  C3 1.641, C5 1.331, H17 1.185
7 N -0.35 -1.45 0.72  C1 1.496, H18 1.029, H19 1.044, H20 1.069
8 H -2.45 -0.75 0.60  C1 1.128
9 H -1.33 0.33 1.43  C1 1.119
10 H -1.68 -0.16 -1.77  C2 1.246
11 H -2.06 1.37 -0.87  C2 1.196
12 H -0.11 1.95 -1.46  C3 1.068
13 H 0.45 0.57 -2.15  C3 1.204
14 H 2.96 1.60 1.93  N4 1.145
15 H 1.79 2.86 2.37  N4 0.951
16 H 0.02 2.14 1.28  C5 1.105
17 H 2.34 0.76 -0.50  C6 1.185
18 H 0.51 -0.90 0.82  N7 1.029
19 H -0.35 -2.01 1.60  N7 1.044
20 H -0.15 -2.03 -0.15  N7 1.069
21 H -0.94 -3.81 -1.84  O23 0.894
22 H 0.29 -3.09 -2.30  O23 1.013
23 O -0.44 -3.11 -1.60  H21 0.894, H22 1.013

The computed Löwdin charges, all in e, follow: -0.179, -0.235, -0.253, 0.048, -0.284, -0.125, 0.173, 0.141, 0.125, 0.164, 0.161, 0.077, 0.142, 0.186, 0.038, 0.135, 0.142, 0.115, 0.190, 0.132, -0.001, 0.125, -0.016

---

# 5
Entry from the OMol25 dataset: an isolated ion of composition C5H15N2O and charge +1 in a non-equilibrium geometry (ωB97M-V/def2-TZVPD).

Values from the calculation:
- SMILES string: C[C@@H](O)CNCC[NH3+]
- HOMO level: -13.58 eV
- E_tot: -384.0177 Eh
- Energy relative to the best compared isomer or geometry (same formula, charge and spin): 20.9 kcal/mol
- Net charge: +1
- Kohn-Sham gap: 10.633 eV

Last columns: bonded neighbours and bond lengths (Å).
Element x y z (Å)
1 C -2.23 -1.58 1.03  C2 1.513, H9 1.101, H10 1.093, H11 1.096
2 C -1.07 -0.88 0.36  C1 1.513, O3 1.437, C4 1.520, H12 1.099
3 O -1.17 -0.80 -1.07  C2 1.437, H13 0.962
4 C -0.97 0.55 0.87  C2 1.520, N5 1.468, H14 1.088, H15 1.096
5 N 0.15 1.25 0.23  C4 1.468, C6 1.460, H16 1.011
6 C 1.49 0.81 0.58  N5 1.460, C7 1.533, H17 1.091, H18 1.088
7 C 2.28 0.86 -0.73  C6 1.533, N8 1.488, H19 1.078, H20 1.078
8 N 1.41 0.23 -1.76  C7 1.488, H21 1.019, H22 1.020, H23 1.051
9 H -2.04 -2.65 1.25  C1 1.101
10 H -2.56 -1.15 1.98  C1 1.093
11 H -3.12 -1.66 0.40  C1 1.096
12 H -0.16 -1.46 0.57  C2 1.099
13 H -1.93 -1.30 -1.39  O3 0.962
14 H -0.88 0.55 1.95  C4 1.088
15 H -1.89 1.08 0.59  C4 1.096
16 H 0.07 2.25 0.37  N5 1.011
17 H 1.40 -0.17 1.04  C6 1.091
18 H 1.95 1.44 1.35  C6 1.088
19 H 3.24 0.37 -0.69  C7 1.078
20 H 2.43 1.90 -0.94  C7 1.078
21 H 1.57 -0.77 -1.85  N8 1.019
22 H 1.56 0.66 -2.68  N8 1.020
23 H 0.44 0.48 -1.45  N8 1.051

The computed Löwdin charges, all in e, follow: -0.035, -0.416, -0.056, -0.162, -0.094, -0.178, -0.115, 0.174, 0.093, 0.091, 0.091, 0.132, 0.101, 0.129, 0.144, 0.132, 0.119, 0.132, 0.130, 0.129, 0.170, 0.171, 0.118

---

# 6
Entry from the OMol25 dataset: a 2-piece molecular cluster, C5H15N2O overall (ωB97M-V/def2-TZVPD).

Values from the calculation:
- HOMO level: -14.80 eV
- E_tot: -384.0343 Eh
- Energy relative to the best compared isomer or geometry (same formula, charge and spin): 10.5 kcal/mol
- Net charge: +1
- Kohn-Sham gap: 11.737 eV

Last columns: bonded neighbours and bond lengths (Å).
Element x y z (Å)
1 C -0.32 -3.23 0.01  C2 1.525, H8 1.083, H9 1.091, H10 1.087
2 C 0.69 -2.26 0.61  C1 1.525, C3 1.533, H11 1.087, H12 1.099
3 C 0.05 -0.93 1.03  C2 1.533, C4 1.520, H13 1.091, H14 1.088
4 C -0.44 -0.09 -0.13  C3 1.520, N7 1.477, H15 1.071, H16 1.085
5 N 0.80 2.41 -1.11  C6 1.315, H17 1.011, H18 1.006
6 C 1.12 1.22 -1.57  N5 1.315, N7 1.295, H19 1.079
7 N 0.63 0.10 -1.14  C4 1.477, C6 1.295, H20 1.010
8 H -1.32 -3.06 0.40  C1 1.083
9 H -0.36 -3.19 -1.08  C1 1.091
10 H -0.09 -4.28 0.20  C1 1.087
11 H 1.24 -2.67 1.45  C2 1.087
12 H 1.53 -2.14 -0.10  C2 1.099
13 H -0.83 -1.25 1.60  C3 1.091
14 H 0.62 -0.36 1.75  C3 1.088
15 H -0.77 0.87 0.21  C4 1.071
16 H -1.25 -0.59 -0.65  C4 1.085
17 H 0.17 2.55 -0.33  N5 1.011
18 H 1.20 3.25 -1.49  N5 1.006
19 H 1.94 1.23 -2.27  C6 1.079
20 H 0.96 -0.77 -1.52  N7 1.010
21 H -1.78 5.13 1.13  O23 0.970
22 H -1.81 3.88 1.95  O23 0.965
23 O -1.97 4.18 1.05  H21 0.970, H22 0.965

The computed Löwdin charges, all in e, follow: -0.095, -0.257, -0.182, -0.126, 0.200, -0.123, 0.084, 0.076, 0.073, 0.080, 0.112, 0.096, 0.120, 0.118, 0.105, 0.135, 0.112, 0.138, 0.166, 0.153, 0.047, 0.036, -0.068